ORCA calculation (ωB97M-V/def2-TZVPD) on C28H69F3Li4N4O6 as an isolated structure.

Results
E_LUMO = 0.30 eV
HOMO level = -8.39 eV
Frontier orbital gap = 8.690 eV

Last column: Mulliken charge in e.
CARTESIAN COORDINATES (ANGSTROEM)
H -4.023 2.544 -3.026  0.382
H -2.996 -0.206 -3.643  0.440
H 2.810 -0.033 3.071  0.507
H 2.145 -4.559 0.614  0.363
H 3.231 2.875 4.044  0.258
H 4.207 -0.094 1.290  0.447
H -2.591 1.304 -4.492  0.458
H -0.429 4.157 -3.169  0.462
C 1.378 2.994 2.213  -0.332
Li -1.477 0.273 -0.840  1.202
C 0.374 3.024 3.257  -1.146
H -0.867 -0.299 -4.929  0.582
H 2.321 -5.056 -1.052  0.397
C -3.293 -2.291 3.511  -0.647
O -0.194 -1.440 2.034  -0.802
H 0.721 3.117 4.286  0.300
H 4.421 0.632 -0.241  0.552
H -3.617 2.823 -1.360  0.526
H -1.691 0.599 5.659  0.426
H 2.490 -3.964 -3.343  0.323
H 0.843 -0.202 -1.548  -0.940
H -0.427 1.950 -1.910  -0.116
H -1.873 1.892 1.488  -0.262
H 4.458 1.490 3.861  0.303
H 2.061 3.771 2.556  0.354
H 1.052 -3.573 -4.284  0.410
C 1.402 -3.902 -3.306  -1.553
H -3.880 0.049 4.854  0.369
N 1.995 1.666 2.023  1.237
C -0.252 -4.616 -0.691  -0.714
O -2.193 -1.562 -0.086  -0.701
C -3.130 0.148 4.069  -0.574
O -1.296 1.271 1.003  -0.693
H -0.687 -0.639 -3.156  -0.255
O 5.155 3.318 -1.603  -0.470
H 0.059 -5.442 -1.331  0.466
C -1.359 2.453 -2.169  0.022
H -0.269 2.150 3.149  -0.142
N -3.462 -0.847 3.009  0.665
H -3.407 -4.437 2.962  0.436
C 2.373 0.949 3.252  -0.380
H 1.392 -2.011 -2.157  -0.024
C -0.495 -5.116 0.771  -1.096
C -4.858 0.622 1.752  -1.301
H -0.906 -0.192 4.138  0.009
C 3.110 1.742 1.139  -0.961
H -0.201 0.865 -3.996  -0.159
H -2.133 3.980 -3.598  0.399
H 3.322 0.892 -3.896  0.390
C 6.779 3.649 -3.484  0.877
H 2.832 2.297 0.243  0.264
H -5.027 0.608 -2.640  0.464
H -0.076 -2.107 2.738  -0.250
Li 0.499 0.508 1.162  0.516
H 3.176 1.497 5.048  0.489
C -3.693 -3.475 2.537  -1.327
H -1.194 -4.223 -1.074  0.329
H -0.342 3.821 3.058  0.435
H -3.110 1.131 3.598  0.343
H 3.995 2.258 1.511  0.142
C 3.142 -3.012 -0.410  -0.978
N 0.827 -3.587 -0.771  0.574
C 3.679 0.504 0.547  -0.891
C 5.484 3.084 -2.741  0.326
H -0.134 -2.643 -2.369  0.236
H 0.369 -5.627 1.195  0.398
F 7.352 2.616 -4.156  -0.265
C -4.752 1.049 -1.682  -1.124
N -2.372 1.355 -2.379  0.220
H -4.772 -1.433 1.610  0.353
C -1.210 3.433 -3.406  -1.522
H 4.124 -3.184 0.031  0.466
H -3.016 -3.445 1.684  0.102
H 2.446 3.349 -3.993  0.524
H 2.575 -2.492 0.362  0.077
H 2.953 -0.072 -0.027  -0.302
H -2.246 -2.362 3.805  0.241
H -1.671 -1.071 5.211  0.448
H -2.497 -2.130 -0.820  -0.286
C 2.158 -4.189 -0.412  -0.684
O 0.366 -0.243 -0.696  0.566
F 7.683 3.989 -2.603  -0.235
H -4.345 0.307 -0.995  -0.065
H -5.574 1.613 -1.241  0.392
H 0.999 -4.911 -3.217  0.303
C -4.781 -0.710 2.426  -0.634
C 2.370 2.649 -3.161  -0.566
C 3.583 1.706 -3.219  0.126
H 2.366 3.209 -2.226  0.268
C -2.342 0.666 -3.644  -0.841
H 3.216 -2.357 -1.277  0.185
H -3.935 -2.402 4.384  0.400
H -4.918 1.350 2.561  0.428
H 1.507 0.724 3.875  -0.024
H -1.618 2.980 -1.251  0.424
H 0.858 3.360 1.328  0.343
C 0.880 -2.973 -2.147  -0.064
Li -0.249 -1.962 0.169  0.879
C 3.429 1.803 4.033  -1.402
F 6.466 4.651 -4.266  -0.228
H -0.566 -4.272 1.456  0.032
H -5.867 0.699 1.345  0.469
H 1.441 2.078 -3.146  -0.199
H 3.924 1.258 -2.286  -0.144
O 4.706 2.399 -3.593  -0.385
H -1.377 -5.756 0.809  0.407
C -1.764 -0.067 4.799  -1.295
H -5.652 -0.923 3.046  0.332
C -0.964 0.091 -3.916  -0.425
Li -1.973 -0.595 1.601  1.529
C -3.712 2.039 -2.111  -0.869
H -4.096 0.927 1.035  0.000
H -0.893 2.949 -4.330  0.277
H -4.757 -3.449 2.302  0.411

ORCA calculation (ωB97M-V/def2-TZVPD) on a 7-piece molecular cluster, C28H69N7O9S overall.

Results
E_LUMO = 0.00 eV
HOMO level = -8.74 eV
Frontier orbital gap = 8.739 eV

Last column: Mulliken charge in e.
CARTESIAN COORDINATES (ANGSTROEM)
S 5.348 -1.012 -8.358  -0.337
H 5.247 -4.835 -14.391  0.355
H -3.492 0.356 7.124  0.175
H 2.160 -3.278 -8.245  0.297
H -5.204 0.115 6.754  0.516
H -0.946 6.404 7.311  0.327
H -0.858 1.839 11.281  0.288
H 1.262 2.167 -0.466  0.351
C 5.200 -2.762 -12.611  -0.728
H 2.385 -2.764 -4.694  0.237
H 0.050 -2.136 -9.928  0.321
H -2.796 2.480 4.952  0.129
H -4.330 1.443 6.008  0.127
C 5.031 -1.799 -7.061  0.501
H -1.209 2.568 4.192  0.328
O 1.092 -0.941 1.024  -0.448
H -2.281 1.250 13.038  0.429
N -1.287 7.186 6.759  -0.755
H -1.397 1.708 5.732  0.346
O 5.101 -2.058 -1.646  -0.474
H 6.130 -2.867 -13.186  0.407
C -3.443 7.318 7.875  -1.400
H 3.388 -0.047 1.518  0.317
H -2.720 5.623 4.935  0.323
O 3.239 -2.140 -2.882  -0.224
H -5.556 1.049 10.433  0.396
H 2.986 -3.836 -11.718  0.298
H 4.878 -0.970 -4.666  0.404
H 0.347 -0.974 -6.437  0.328
C -4.761 1.199 9.696  -0.764
H -4.642 -0.947 3.325  0.285
C -2.727 7.011 6.564  0.329
H -0.736 -3.555 -9.226  0.280
H 4.141 -0.759 0.281  0.276
O 5.159 -2.789 -3.782  -0.424
N 2.786 -3.360 -12.594  -0.690
H -0.526 0.364 0.939  0.285
H -0.410 -0.686 2.364  0.065
H -3.096 3.052 11.791  0.344
O -2.478 4.540 6.600  -0.310
C 4.551 -2.308 -2.660  0.534
C 2.186 1.909 0.058  -1.551
H -2.887 3.019 7.888  0.116
H -3.048 7.757 5.829  0.430
O 0.880 -2.892 -6.654  -0.309
H -5.195 1.617 8.789  0.227
C -0.878 -1.770 -7.998  0.339
H 2.543 -2.411 -12.326  0.255
H -2.171 -1.250 4.103  0.395
H 0.855 -4.471 -8.025  0.237
C 0.463 -1.685 -7.260  -0.665
H -4.038 -1.544 5.500  0.438
C -2.406 -0.407 4.760  -0.811
H -0.806 7.104 5.869  0.278
H -4.175 5.511 5.932  0.439
H 1.885 -1.451 -0.744  0.088
C -3.084 5.647 5.966  -0.738
C -3.880 -0.513 5.171  0.465
C -1.873 1.928 4.772  -0.662
H -4.169 -0.400 12.509  0.341
H 6.855 -4.567 -11.979  0.328
N -4.799 -0.265 4.060  -0.768
H -4.490 2.015 12.107  0.388
C 4.016 -3.353 -13.382  0.338
N 3.762 0.133 0.590  -0.719
H 5.018 -1.692 -12.477  0.330
C -2.569 0.989 12.015  0.344
H 4.200 -5.504 -13.131  0.279
H -2.999 6.770 8.707  0.280
H 0.653 -0.186 -0.847  0.431
H -4.210 4.189 7.702  0.347
C 0.164 -0.087 1.661  -0.373
C -3.541 2.082 11.558  -0.829
H 1.257 -1.301 -7.918  0.397
H -2.769 4.592 8.667  0.195
H 2.953 2.627 -0.229  0.373
H -4.552 0.628 3.642  0.326
C -4.242 0.406 6.333  -1.335
C -0.805 -2.473 -9.347  -1.415
O 5.378 -3.273 -11.304  -0.268
H 2.203 -4.414 -6.881  0.314
H -4.502 7.060 7.821  0.352
H -1.704 -2.266 -9.923  0.365
H -4.314 0.234 9.445  0.233
O -2.089 0.749 4.015  -0.348
N 4.792 -2.477 -6.083  -0.378
H -1.188 -0.736 -8.179  0.420
C 4.264 -4.757 -13.922  -1.436
H 5.420 -5.364 -11.294  0.254
C 1.549 -3.806 -7.506  -0.734
N -1.925 -2.402 -7.194  -0.731
C 4.510 -1.998 -4.787  0.116
C -3.124 4.075 7.773  -0.553
H -2.075 -1.873 -6.340  0.276
N -1.343 0.949 11.216  -0.718
C -3.179 -0.408 12.049  -1.404
H -1.604 0.868 10.237  0.269
C 6.080 -4.497 -11.210  -0.734
H 2.636 -0.995 -4.504  0.180
H 6.552 -4.521 -10.229  0.245
H -3.269 -0.826 11.046  0.291
H -2.541 -1.077 12.624  0.351
H 3.851 -2.692 -14.239  0.420
C 1.515 -0.543 -0.263  -0.434
H 0.657 0.709 2.225  0.184
C 3.049 -1.988 -4.314  -0.186
H 3.028 0.506 -1.308  0.241
H -1.751 -0.485 5.639  0.372
C 2.644 0.494 -0.282  0.631
H 2.016 2.024 1.128  0.289
O -3.789 2.113 10.166  -0.159
H -1.586 -3.307 -6.882  0.315
H -3.360 8.379 8.103  0.343
H 3.510 -5.006 -14.667  0.357

ORCA calculation (ωB97M-V/def2-TZVPD) on C28H70B3O23P5 as an isolated structure.

Results
E_LUMO = -0.24 eV
HOMO level = -9.98 eV
Frontier orbital gap = 9.732 eV

Last column: Mulliken charge in e.
CARTESIAN COORDINATES (ANGSTROEM)
H 4.630 -0.124 11.388  0.233
C -4.805 0.849 -8.793  -0.730
H -1.929 -6.502 -2.447  0.258
H -5.375 -3.915 -11.474  0.232
O -2.804 -2.076 -8.973  -0.126
H -7.810 -3.516 0.906  0.237
H -0.883 -1.555 -9.491  0.208
C 3.142 4.437 2.537  0.257
H 4.420 1.266 6.820  0.349
H -6.205 -4.251 1.069  0.343
H 0.933 -1.843 1.826  0.392
C -1.154 -5.749 -2.563  -0.832
H 3.202 -0.317 12.423  0.239
H 0.687 1.908 14.389  0.240
H 2.291 -2.248 -1.847  0.262
C -1.543 -3.604 -5.691  -0.696
O -5.305 -0.441 -9.229  -0.301
H -1.955 -4.602 -5.841  0.329
C 2.479 3.886 5.494  -0.386
H 1.343 3.514 14.038  0.273
H -3.632 -3.961 -11.147  0.243
H -1.773 0.010 -4.117  0.538
O -1.736 -2.052 -3.102  -0.636
H -1.108 -3.259 -6.626  0.159
O -2.237 2.675 -6.214  -0.722
H -2.341 -2.924 -5.394  0.367
H -4.655 -3.720 -1.690  0.188
H -0.459 -6.061 -3.345  0.342
C -4.605 -3.679 -10.742  -0.688
B 4.398 -0.182 3.335  0.589
O -0.494 -3.644 -4.717  -0.387
P -6.460 -5.979 -1.241  0.834
C 1.507 2.442 13.918  -0.671
H 2.079 4.524 2.765  0.322
H -0.763 4.296 -7.354  0.339
H -3.900 1.120 -9.338  0.313
H 3.338 3.387 2.311  -0.376
P -4.390 -1.741 -9.009  0.930
C -4.807 -4.380 -2.544  -0.244
C -0.836 0.482 -3.839  -0.212
H -4.601 0.842 -7.722  0.374
O -7.472 -6.011 -2.495  -0.358
H 2.807 5.032 -0.851  0.441
H 0.749 -0.228 -7.978  0.252
C 3.640 0.268 11.612  -0.674
H -6.998 -8.008 -2.877  0.340
O -4.995 -2.582 -7.970  -0.644
H 4.486 5.090 1.013  0.327
H 3.119 6.229 1.329  0.369
H 2.271 2.637 7.179  0.262
H -6.581 -3.204 -0.328  0.320
C 4.659 1.898 4.812  1.119
C -7.422 -7.135 -3.372  -0.674
C 3.479 5.146 12.140  -0.725
O -4.650 -2.272 -10.511  -0.380
O -1.803 -4.505 -2.927  -0.032
C 0.249 4.129 -6.988  -0.727
H 2.103 3.289 4.663  0.103
O -0.506 1.239 -7.230  -0.138
H 2.608 5.599 11.663  0.350
C 0.937 -0.767 2.001  -0.742
O 3.023 -0.332 3.490  -0.560
C 2.657 4.505 0.089  -1.224
H 2.649 5.949 4.940  0.406
H 3.301 5.036 13.211  0.322
H 1.600 4.438 0.338  0.298
O 4.955 -0.745 2.176  -0.558
H 1.597 4.305 5.979  0.422
O 0.636 -2.601 -2.994  -0.260
B 4.278 -0.359 1.051  0.622
H 3.026 3.489 -0.050  0.194
C 0.378 -0.087 0.829  -0.970
H -5.608 -3.990 -3.176  0.427
H -1.939 -0.185 -9.112  0.141
H 2.445 2.156 14.398  0.321
H 0.209 -0.498 -6.314  0.021
O -6.278 -7.280 -0.586  -0.690
H -6.832 -6.893 -4.257  0.236
H -5.574 1.584 -9.005  0.295
H 0.892 3.827 -7.817  0.242
H 4.959 4.409 3.737  0.289
H 4.055 5.357 5.791  0.371
B 2.399 -0.224 2.272  0.412
H -0.753 0.500 -2.758  -0.274
H 3.748 3.537 7.249  0.355
H -8.443 -7.356 -3.677  0.233
H 3.027 0.966 5.792  0.217
P 2.674 2.696 11.557  0.913
H 3.012 0.187 10.725  0.328
O -7.482 -5.098 -0.359  -0.265
H 4.323 5.973 3.387  0.568
H 4.339 5.792 11.994  0.245
H 5.465 2.608 4.984  0.668
C 3.788 1.706 6.045  -0.764
O 2.186 2.496 10.189  -0.571
P -0.847 -3.219 -3.198  0.858
H -2.111 -1.049 -10.667  0.340
H -4.795 -4.240 -9.827  0.328
O -5.113 -5.725 -2.098  -0.106
H 1.451 0.737 -6.663  0.382
H 0.002 -0.085 -4.243  0.283
C 3.422 5.189 1.227  -0.532
H 0.310 -0.517 2.858  0.253
C 5.314 0.564 4.343  -1.160
P -0.934 2.073 -5.900  0.926
O -0.799 1.860 -4.329  -0.286
C 4.024 4.962 3.677  -0.730
C -6.979 -3.951 0.360  -0.688
O 3.787 3.871 11.535  -0.219
C -1.888 -1.158 -9.603  -0.543
C 0.541 0.256 -7.029  -0.490
O 0.277 3.140 -5.961  -0.351
H -0.033 1.225 -0.921  0.687
C 3.110 2.973 6.570  -0.690
H 0.634 5.054 -6.562  0.224
O 3.799 1.626 12.018  -0.313
H 1.591 -3.851 -1.583  0.356
H 5.547 -0.033 5.226  0.400
C -0.026 0.569 -0.089  0.334
H 4.609 -0.662 -0.048  -0.161
H -3.889 -4.424 -3.116  -0.105
H -0.621 -5.643 -1.618  0.293
H 6.239 0.824 3.830  0.220
C 3.317 5.091 5.034  -1.002
H 4.025 2.238 3.995  -1.034
O 3.117 0.385 1.246  -0.319
C 1.359 -2.801 -1.766  -0.734
O 1.518 2.078 12.523  -0.298
H 0.767 -2.386 -0.947  0.295

ORCA calculation (ωB97M-V/def2-TZVPD) on C28H70F2LiNO18S2 as an isolated structure.

Results
Expectation value of S² = 0.752
E_LUMO (spin up / spin down) = 1.32 / 1.24 eV
HOMO level (spin up / spin down) = -1.72 / -6.09 eV
2S+1 = 2
Frontier orbital gap (spin up / spin down) = 3.046 / 7.335 eV
Total charge = -1

Last column: Löwdin spin population.
CARTESIAN COORDINATES (ANGSTROEM)
C 4.551 3.055 -5.874  0.000
C 1.687 0.195 5.845  0.000
C -0.438 -3.769 -0.061  0.000
H 1.209 0.852 5.118  0.000
F -0.472 1.946 0.758  0.010
H 1.743 -3.758 4.332  0.000
C 0.921 6.445 3.246  0.000
S 0.062 0.624 0.074  0.261
H -1.151 0.133 2.836  0.002
O 0.373 6.272 4.576  0.000
H -2.537 -2.171 -1.685  0.000
O 0.264 -4.974 -0.621  0.000
H 2.661 1.051 -9.096  0.000
H 0.361 -1.828 4.846  0.000
H -4.118 -8.025 -3.984  0.000
H -3.081 -1.157 2.341  0.001
H -2.703 -1.594 4.012  0.000
H 3.237 -2.496 1.317  0.000
C -1.196 -4.033 1.235  0.000
H 2.779 2.189 -7.808  0.000
O -0.971 4.536 -1.862  0.005
H -1.946 -4.811 1.089  0.000
H -3.468 -3.944 -3.878  0.000
H -0.489 -6.544 1.944  0.000
C 1.341 4.678 -1.294  0.002
H 2.813 3.085 1.801  0.001
H 0.138 6.982 2.711  0.000
H 4.813 2.793 -6.899  0.000
C 0.147 5.458 -1.786  0.001
H 2.948 -1.130 2.312  0.001
H -7.615 -1.359 3.192  0.000
C 1.228 -4.571 -1.595  0.000
H 5.111 3.923 -5.527  0.000
H 1.054 -0.098 6.683  0.000
C -1.712 0.707 3.573  0.002
H -2.805 -6.161 -4.088  0.000
C -3.040 -5.883 -3.061  0.000
H 0.621 -6.090 3.254  0.000
H 1.563 7.835 5.246  0.000
H 4.560 -1.666 2.087  0.000
H -3.861 -2.053 -0.754  0.000
H 2.085 5.462 -1.159  0.000
H -1.585 -3.059 1.532  0.000
H 2.571 0.715 6.214  0.000
C -2.235 5.184 -2.127  0.002
O 3.925 0.401 -7.809  0.000
H 1.535 5.307 1.604  0.000
O 1.848 -0.622 -1.677  0.093
H 4.025 0.238 -4.261  0.001
H -4.008 -1.918 -2.575  0.000
H 0.369 5.875 -2.768  0.000
H -5.775 -7.797 -3.329  0.000
C -3.324 -0.955 3.384  0.001
H 0.257 -2.952 0.134  0.000
O -4.440 -6.213 -2.933  0.000
C 1.248 5.077 2.630  0.000
C -2.935 -4.336 -3.011  0.000
H -0.166 6.277 -1.138  0.000
C 3.914 0.849 -5.156  0.001
Li -0.458 2.807 -2.561  0.042
H -1.140 -3.362 -0.788  0.000
O -1.124 -0.151 0.383  0.125
H -2.336 -6.289 -2.334  0.000
O 1.282 0.460 0.870  0.105
C 0.545 7.451 5.311  0.000
H 0.299 4.544 2.572  0.000
C -3.588 -2.460 -1.727  0.000
C -4.711 -7.642 -3.153  0.000
H 3.498 3.321 -5.777  0.000
O -3.659 -3.871 -1.848  0.000
C 1.961 -2.949 3.634  0.000
H -4.456 -8.126 -2.210  0.000
H 1.383 2.579 2.691  0.002
C 2.739 1.119 -8.011  0.000
H -7.852 0.059 4.187  0.000
H -0.111 8.241 4.945  0.000
H 2.663 2.379 -0.991  0.000
H -2.316 5.615 -3.125  0.000
O -3.144 0.444 3.592  0.001
H -7.165 -1.277 4.978  0.000
H 1.134 -0.929 3.516  0.001
H 1.782 0.706 -7.691  0.000
O -0.471 -4.437 2.392  0.000
C -7.181 -0.781 4.008  0.000
H 3.236 2.336 -2.685  0.001
H 1.537 -5.575 -1.886  0.000
C 0.173 -5.763 2.316  0.000
H -1.683 1.780 3.381  0.000
O -5.850 -0.327 3.608  0.000
O -0.507 -0.978 -2.429  0.039
H 1.016 -5.710 1.627  0.000
H 3.754 3.549 -1.564  0.000
H 1.444 -3.105 2.688  0.000
O 1.755 3.762 -2.287  0.008
H 1.805 7.082 3.223  0.000
H -1.868 -4.124 -2.952  0.000
H -1.280 0.358 4.511  0.000
H 0.355 7.259 6.367  0.000
C 3.549 -2.037 2.255  0.000
F 1.063 0.356 -3.573  0.009
C 4.095 -0.118 -6.437  0.000
H 1.147 4.198 -0.335  0.000
H 5.085 -0.572 -6.482  0.000
H -5.153 -2.281 3.276  0.000
H 2.024 -4.116 -1.006  0.000
C 1.290 -1.674 4.296  0.000
C 2.881 2.976 -1.877  0.003
N 0.117 1.255 -1.519  0.170
S 0.567 -0.061 -2.068  0.104
O 3.339 -2.811 3.413  0.000
O 2.211 -1.028 5.164  0.000
H 3.043 2.495 3.386  0.000
H -2.988 4.401 -2.036  0.001
C 2.346 3.080 2.786  0.002
O 2.170 4.330 3.367  0.000
H 2.909 1.231 -4.973  0.000
H 0.862 -3.872 -2.347  0.000
H -2.456 5.919 -1.353  0.000
H -4.887 -1.431 4.843  0.000
H 3.387 -0.937 -6.309  0.000
O 4.881 1.882 -5.120  0.000
C -4.833 -1.357 3.757  0.000